[1]
{
  "formula": "C6H14O2",
  "method": "ωB97M-V/def2-TZVPD",
  "e_homo_ev": [-6.5, -6.5],
  "homo_lumo_gap_ev": [7.411, 7.410],
  "symbols": ["C", "C", "H", "H", "H", "H", "O", "C", "H", "H", "C", "H", "O", "H", "H", "C", "H", "H", "H", "H", "C", "H"],
  "positions_angstrom": [[-1.7275, -0.0207, 0.3870], [-1.6079, -1.2089, 1.3034], [0.9291, -0.7881, 0.4538], [-2.0092, 0.8732, 0.9450], [0.3067, 1.6808, 0.6742], [2.7628, 1.7197, -0.9873], [2.9007, 0.8830, 0.9179], [2.6443, 0.7740, -0.4512], [-0.8851, -1.0335, 2.1036], [-3.6611, -0.4686, -0.5093], [0.6752, -0.1537, -0.3867], [-2.2873, -1.0880, -1.4052], [3.4759, -0.1504, -1.0881], [-0.2262, 1.6190, -1.0828], [-1.2923, -2.1021, 0.7563], [-2.6263, -0.2396, -0.8031], [-2.6708, 0.6381, -1.4521], [0.5883, -0.6274, -1.3572], [-2.5618, -1.4474, 1.7957], [3.8417, 1.0763, 1.0646], [0.0953, 1.0781, -0.1997], [3.3356, -1.0138, -0.6788]]
}



[2]
{
  "formula": "C6H14O2",
  "method": "ωB97M-V/def2-TZVPD",
  "e_homo_ev": -8.6,
  "homo_lumo_gap_ev": 8.838,
  "symbols": ["H", "C", "O", "H", "H", "H", "H", "H", "O", "H", "C", "H", "C", "H", "H", "C", "H", "H", "H", "H", "C", "C"],
  "positions_angstrom": [[1.2918, -1.9720, -0.1016], [0.3547, -1.4209, -0.0979], [0.6139, 1.2311, 0.3418], [-0.1500, -1.6454, 0.8393], [-2.2009, -1.0721, -0.8070], [1.7427, -0.8491, 2.4033], [2.0557, 0.9109, 2.3915], [-0.1743, -1.7235, -0.9977], [2.4686, -0.0927, 0.5977], [-0.5346, 0.9798, 0.6806], [-1.9741, 0.7082, 0.3627], [-2.1068, 1.7837, 0.2567], [1.2943, 0.1990, -0.0880], [-0.7747, 1.3817, -1.9280], [-2.3366, 0.9662, -2.6259], [-1.9054, -0.0328, -0.8009], [3.4100, -0.2361, 2.3666], [-0.9960, -0.1776, -2.7442], [-2.5661, 0.3095, 1.1777], [1.5640, 0.2528, -1.1479], [2.3944, -0.0590, 2.0174], [-1.4706, 0.5581, -2.0961]]
}



[3]
{
  "formula": "C6H14O3",
  "method": "ωB97M-V/def2-TZVPD",
  "e_homo_ev": -9.4,
  "homo_lumo_gap_ev": 10.392,
  "smiles": "COC(C)C.COC=O",
  "symbols": ["H", "C", "H", "C", "H", "H", "C", "O", "O", "H", "H", "H", "H", "H", "H", "O", "H", "H", "H", "H", "C", "C", "C"],
  "positions_angstrom": [[0.6079, -1.6614, -1.6333], [-2.8585, 0.0305, -0.6703], [-0.9673, -2.0890, -0.9309], [-0.0958, -1.4358, -0.8333], [3.2374, -0.8058, 1.2925], [-0.2703, 0.3504, 1.6330], [-1.2905, 0.1266, 1.3241], [2.1579, 0.7345, -1.8819], [-0.4461, -0.0693, -1.0016], [-3.0190, -1.0393, -0.5308], [3.7515, 0.8690, 1.6028], [0.3992, -1.6000, 0.1268], [-1.3802, 1.5352, -0.2906], [-3.6401, 0.5622, -0.1270], [3.8204, 0.1993, -0.0474], [1.9184, 0.6494, 0.6658], [-1.4977, -0.9246, 1.5286], [1.1865, 1.8204, -0.1965], [-1.9839, 0.7228, 1.9176], [-2.9514, 0.2639, -1.7304], [-1.4855, 0.4539, -0.1538], [1.5662, 1.0942, -0.9519], [3.2410, 0.2128, 0.8886]]
}



[4]
{
  "formula": "C6H14OSi",
  "method": "ωB97M-V/def2-TZVPD",
  "e_homo_ev": -9.4,
  "homo_lumo_gap_ev": 9.089,
  "symbols": ["O", "H", "H", "C", "H", "H", "H", "C", "H", "C", "H", "H", "C", "C", "H", "H", "H", "Si", "H", "H", "C", "H"],
  "positions_angstrom": [[0.1381, -0.0848, -2.7686], [-0.5759, -1.7376, -0.9641], [-1.3320, -2.4351, -1.4896], [2.2956, 1.3810, 0.4408], [-3.6380, -1.0459, 1.0583], [-3.6548, -0.1979, -0.7276], [3.1795, 1.3847, 1.0545], [-3.2083, -0.4522, 0.3019], [1.6025, 1.9762, 0.9765], [1.6645, 0.0402, -0.1384], [2.6496, 1.7900, -0.5098], [-1.6916, 0.1460, 1.6670], [-1.3008, 1.0724, -0.4404], [-2.1035, 0.2095, 0.5666], [-0.9744, 1.9237, 0.1788], [1.3563, -2.0680, 0.4154], [2.6222, -1.1766, 1.2878], [0.1452, 0.2785, -1.2883], [0.8505, -0.9696, 1.6310], [-2.0139, 1.4803, -1.1828], [1.5503, -1.1151, 0.8665], [2.4392, -0.3999, -0.9353]]
}



[5]
{
  "formula": "C6H14P",
  "method": "ωB97M-V/def2-TZVPD",
  "total_charge": 1,
  "e_homo_ev": -14.4,
  "homo_lumo_gap_ev": 11.754,
  "symbols": ["H", "C", "H", "C", "H", "H", "H", "C", "H", "H", "H", "H", "H", "H", "C", "H", "H", "C", "C", "P", "H"],
  "positions_angstrom": [[-0.2606, -1.6709, 1.8574], [-0.8661, 1.7239, -0.0686], [-2.0072, -2.0302, -0.5724], [2.3509, 0.2187, -0.5043], [-2.8264, -0.4652, -1.3723], [0.6311, -0.0661, 1.9290], [-1.1753, -0.3010, 2.1856], [2.9139, -0.5473, 0.3646], [2.8246, 1.1364, -0.7412], [0.7025, -0.0200, -2.2836], [2.6374, -1.5893, 0.7632], [1.0691, -1.3859, -1.0919], [0.0305, 2.0571, 0.3359], [-1.7768, 1.9331, 0.5498], [-0.2726, -0.5622, 1.6687], [-2.8848, -0.7733, 0.2928], [-1.2585, 2.1928, -1.0315], [-2.1749, -0.9142, -0.5527], [0.7207, -0.4359, -1.2409], [-0.5948, -0.0904, -0.0376], [3.9297, -0.2120, 0.6434]]
}



[6]
{
  "formula": "C6H14S",
  "method": "ωB97M-V/def2-TZVPD",
  "e_homo_ev": -7.3,
  "homo_lumo_gap_ev": 7.799,
  "symbols": ["H", "C", "C", "C", "H", "H", "C", "H", "H", "H", "C", "C", "S", "H", "H", "H", "H", "H", "H", "H", "H"],
  "positions_angstrom": [[-2.2036, 0.7860, -1.2857], [-1.5900, 1.6666, -1.6978], [0.0884, -2.7475, -0.5741], [0.9064, -1.2735, 1.2551], [-0.0694, -3.5473, 0.1973], [0.9785, -2.9565, -1.1424], [-1.3181, 2.3602, 1.2532], [-1.3380, 1.4868, 1.7606], [-2.1500, 2.4398, -2.2818], [-2.1834, 2.9635, 1.3892], [0.0596, -1.3323, 0.0332], [1.0666, -0.1468, 2.0161], [-0.5465, 2.2458, -0.2844], [-0.2809, 3.5157, -0.5405], [1.5022, -0.1856, 3.0099], [0.6707, 0.7403, 1.8134], [1.3312, -2.1804, 1.5675], [-0.7142, -2.9105, -1.1944], [0.5414, -0.5964, -0.6925], [-0.9304, 1.1500, -2.3640], [-1.0183, -1.0697, 0.2997]]
}



[7]
{
  "formula": "C6H14Si",
  "method": "ωB97M-V/def2-TZVPD",
  "e_homo_ev": -8.1,
  "homo_lumo_gap_ev": 7.852,
  "symbols": ["C", "H", "H", "C", "H", "C", "H", "H", "H", "C", "H", "H", "Si", "H", "H", "H", "C", "H", "H", "C", "H"],
  "positions_angstrom": [[1.3428, 1.7023, -0.4804], [-2.6163, -0.6788, 1.8507], [4.1331, 0.2702, 0.4963], [-2.5630, -1.0897, -0.8740], [2.3475, -1.2020, 0.6376], [-3.2912, 0.1353, 1.4408], [1.7694, 2.7527, -0.8318], [3.6747, -0.3654, -1.0360], [0.0740, 1.7667, -0.2661], [2.0532, 0.5744, -0.2681], [-3.4364, -1.5752, -0.3247], [-1.7091, -1.7622, -0.8271], [-2.2273, 0.5999, -0.0943], [-3.3868, 0.8359, 2.2258], [-4.2612, -0.2868, 1.2454], [4.0437, 1.3890, -0.8614], [1.4904, -0.7814, 0.1292], [-2.7136, -0.8571, -1.9422], [0.6367, -0.4960, 0.8457], [3.5767, 0.4850, -0.4069], [1.0627, -1.4166, -0.6585]]
}



[8]
{
  "formula": "C6H15ClNPS",
  "method": "ωB97M-V/def2-TZVPD",
  "e_homo_ev": -8.6,
  "homo_lumo_gap_ev": 9.285,
  "smiles": "CC(C)N(C(C)C)[P@@H](=S)Cl",
  "symbols": ["H", "H", "H", "C", "H", "C", "H", "Cl", "H", "C", "H", "C", "C", "P", "H", "H", "H", "H", "S", "N", "H", "H", "H", "C", "H"],
  "positions_angstrom": [[-0.3876, -1.9654, 1.8641], [-3.0395, -1.3931, -0.4305], [2.0570, 0.2566, -1.4469], [1.1409, 2.3530, -0.2341], [2.2756, 1.4075, 1.8305], [0.4860, 1.2476, 0.6478], [-0.4916, 1.8159, 1.0418], [0.0619, 0.1892, -3.3579], [0.7892, 0.8244, 2.7001], [1.4542, 0.8062, 1.7941], [1.8432, -0.1963, 1.5854], [-1.1439, -0.6923, 0.2285], [-0.8640, -2.0143, 0.9075], [0.8985, -0.4711, -1.5941], [-0.2439, -2.5139, 0.1489], [0.9401, 3.4658, 0.1115], [-1.6576, -0.0512, 1.0567], [-1.6727, -1.5882, -1.6763], [0.9013, -2.3960, -1.7026], [0.1271, 0.0834, -0.1998], [2.1176, 1.9517, -0.6197], [-1.8413, -2.6248, 0.8719], [0.5201, 2.4142, -1.1632], [-2.0688, -0.9776, -0.8915], [-2.2017, 0.0686, -1.4723]]
}



[9]
{
  "formula": "C6H15ClSi",
  "method": "ωB97M-V/def2-TZVPD",
  "e_homo_ev": -8.4,
  "homo_lumo_gap_ev": 9.369,
  "symbols": ["C", "H", "H", "H", "H", "C", "C", "C", "H", "H", "Si", "H", "H", "H", "C", "H", "H", "H", "Cl", "H", "H", "H", "C"],
  "positions_angstrom": [[-1.8652, 0.3408, 0.0051], [0.7279, 0.0952, 2.0826], [0.4496, -2.0161, -1.1272], [-3.7278, 0.4382, 1.0134], [3.6639, 0.4307, -0.9313], [1.2866, -2.0388, -0.3711], [1.6002, -0.5601, -0.4267], [3.0957, -0.2872, -0.3357], [1.2935, -0.3101, -1.4785], [-2.2040, 2.5420, -0.1755], [0.5059, 0.4944, 0.7749], [2.0440, -2.6568, -0.9949], [-2.2024, 0.8157, 2.0939], [-2.7514, -0.7735, 1.6667], [-2.0626, 1.7103, -0.7884], [3.3126, -0.1085, 0.7982], [-2.9983, 1.6508, -1.3008], [-1.2402, 1.7591, -1.5137], [1.0060, 2.3887, 0.3890], [-1.9220, -0.5066, -0.7884], [1.1147, -2.4455, 0.6067], [3.5913, -1.1884, -0.4394], [-2.7180, 0.2255, 1.2412]]
}



[10]
{
  "formula": "C6H15CrF4MnNO2",
  "method": "ωB97M-V/def2-TZVPD",
  "total_charge": 1,
  "e_homo_ev": [-12.9, -12.9],
  "homo_lumo_gap_ev": [6.538, 6.618],
  "multiplicity": 9,
  "symbols": ["H", "F", "O", "C", "H", "Cr", "H", "C", "H", "C", "H", "F", "C", "H", "Mn", "H", "H", "C", "H", "O", "H", "N", "H", "H", "C", "F", "H", "H", "F", "H"],
  "positions_angstrom": [[-0.1208, 0.8470, -0.3283], [-2.2027, -0.5842, 0.6905], [0.2499, -2.0865, -0.0404], [1.6852, -0.1047, -0.3280], [0.4999, -1.1374, -1.8789], [-0.4055, -1.1242, 1.7343], [-1.4468, 3.0503, -2.6983], [0.8145, 1.8139, 0.8697], [0.2765, 3.9162, 0.5889], [-0.8972, 3.4827, -1.8622], [-1.5889, 4.0836, -1.2717], [1.3779, -1.9514, 2.3413], [0.5084, 3.0258, 0.0045], [2.4252, -0.2841, 0.4520], [-3.3406, -4.1579, 2.7535], [1.6960, 1.9183, 1.5023], [-0.1378, -3.9277, 0.6269], [0.0202, -3.4826, -0.3554], [2.0539, 0.7255, -0.9304], [-0.3708, 2.5394, -0.9819], [-0.0871, 1.8377, 1.4817], [0.4913, 0.5038, 0.3980], [1.4498, 3.3758, -0.4190], [-0.8963, -3.5337, -0.9433], [1.1001, -1.4343, -1.0189], [-4.3376, -2.8118, 1.5164], [-0.2091, 4.1746, -2.3478], [0.8999, -3.9185, -0.8289], [-1.5150, -2.7283, 2.4047], [2.0076, -2.0275, -1.1313]]
}



Number 1: calculated total energy -10538.9990 eV. Number 2: calculated total energy -10540.1452 eV. Number 3: calculated total energy -12588.4955 eV. Number 4: calculated total energy -16370.3347 eV. Number 5: calculated total energy -15729.1865 eV. Number 6: calculated total energy -17279.7313 eV. Number 7: calculated total energy -14323.0100 eV. Number 8: calculated total energy -40601.1942 eV. Number 9: calculated total energy -26863.9905 eV. Number 10: calculated total energy -82652.8917 eV.